a | C3H3N3O | the ωB97M-V functional and the def2-TZVPD basis

```
10
C3H3N3O | the Open Molecules 2025 dataset | the ωB97M-V functional and the def2-TZVPD basis
C -1.36746 0.27757 -0.72154
C 0.58470 -0.19894 1.17659
C 1.18813 -0.33170 -0.17895
H -2.11829 0.17706 -1.55385
H 1.41449 -0.03638 1.95494
H 2.03732 -1.04797 -0.32996
N -1.56612 -0.23352 0.44496
N -0.66573 -0.03102 1.46817
N 0.79519 0.29829 -1.24274
O -0.30223 1.12662 -1.01762
```

SMILES = C1=NN=CON=C1
HOMO = -10.139 eV
gap between HOMO and LUMO = 9.814 eV

=====

b | C3H3N3O | the ωB97M-V functional and the def2-TZVPD basis

```
10
C3H3N3O | the Open Molecules 2025 dataset | the ωB97M-V functional and the def2-TZVPD basis
N 2.39572 0.35876 0.99128
C 1.51568 0.74397 0.23062
N 0.55384 1.14347 -0.41829
N -0.04898 0.29771 -1.33477
O -1.41900 0.34566 1.33886
C -1.60460 -0.47212 0.47196
C -1.01188 -0.42125 -0.90732
H 3.34472 0.43623 0.64589
H -2.27725 -1.33957 0.62736
H -1.44824 -1.09287 -1.64558
```

SMILES = N=C=N/N=C\C=O
HOMO = -9.464 eV
gap between HOMO and LUMO = 8.892 eV

=====

Q: What are the energies relative to the best structure? A: a 1.388; b 0.000, in eV.

=====

a | C3H3N3O | the ωB97M-V functional and the def2-TZVPD basis

```
10
C3H3N3O | the Open Molecules 2025 dataset | the ωB97M-V functional and the def2-TZVPD basis
O -0.70000 1.27970 1.26924
C -0.18722 0.39560 0.40830
C 0.66478 -0.59700 0.87107
N 1.12804 -1.53842 0.05281
N 0.83785 -1.54722 -1.23226
C 0.06290 -0.59717 -1.82040
N -0.43423 0.35480 -0.91164
H -1.25390 1.95061 0.84778
H 0.95765 -0.65518 1.91416
H -1.07732 0.96359 -1.40237
```

HOMO = -8.587 eV
gap between HOMO and LUMO = 8.362 eV

=====

b | C3H3N3O | the ωB97M-V functional and the def2-TZVPD basis

```
10
C3H3N3O | the Open Molecules 2025 dataset | the ωB97M-V functional and the def2-TZVPD basis
N -1.33950 1.38392 -0.85293
C -0.58353 1.00798 0.01694
N 0.42071 -0.62879 -2.39744
N 0.77297 -1.61600 -2.05899
O -0.23559 -1.72112 0.74612
C 0.25995 -0.81336 1.38262
C 0.15534 0.60917 1.04508
H -0.98852 1.43940 -1.80699
H 0.85294 -1.01554 2.29735
H 0.68523 1.35433 1.62824
```

SMILES = N=C=CC=O.N#N
HOMO = -9.680 eV
gap between HOMO and LUMO = 10.190 eV

=====

Q: What are the energies relative to the best structure? A: a 2.982; b 0.000, in eV.

=====

a | C3H3N3O | the ωB97M-V functional and the def2-TZVPD basis

```
10
C3H3N3O | the Open Molecules 2025 dataset | the ωB97M-V functional and the def2-TZVPD basis
C -0.94697 -0.06840 0.04795
C -0.25466 1.24244 -0.13261
C 1.14516 1.20956 -0.10762
H -0.92171 2.07153 -0.34932
H 2.06083 1.73614 0.07935
H 2.45915 -0.52228 0.43926
N 1.55970 -0.12946 0.25193
N 0.84720 -1.25053 -0.16030
N -0.39668 -1.25355 -0.14641
O -2.16637 0.10597 0.17097
```

SMILES = O=c1cc[nH]nn1
HOMO = -9.408 eV
gap between HOMO and LUMO = 8.978 eV

=====

b | C3H3N3O | the ωB97M-V functional and the def2-TZVPD basis

```
10
C3H3N3O | the Open Molecules 2025 dataset | the ωB97M-V functional and the def2-TZVPD basis
N 2.10513 0.14538 0.93798
C 1.33130 0.76966 0.22516
N 0.50307 1.35982 -0.47233
N -0.09214 0.48770 -1.38931
O -1.50504 0.50892 1.25909
C -1.44591 -0.43267 0.50703
C -0.86275 -0.39087 -0.87900
H 3.06900 0.12141 0.61462
H -1.91796 -1.39999 0.76289
H -1.18471 -1.16936 -1.56614
```

SMILES = N=C=N/N=C\C=O
HOMO = -9.565 eV
gap between HOMO and LUMO = 8.932 eV

=====

Q: What are the energies relative to the best structure? A: a 0.427; b 0.000, in eV.

=====

a | C3H3N3O | the ωB97M-V functional and the def2-TZVPD basis

```
10
C3H3N3O | the Open Molecules 2025 dataset | the ωB97M-V functional and the def2-TZVPD basis
C -1.79858 0.14116 0.05736
C 0.66208 0.72193 -0.07284
C 1.70125 -0.12493 0.03286
H -2.14389 1.12998 0.33706
H 0.68450 1.76679 -0.20942
H 2.71145 0.13667 0.01387
N -0.40404 -0.14410 -0.09993
N 1.20044 -1.40819 0.09120
N -0.06557 -1.44789 -0.12644
O -2.54765 -0.77143 -0.02372
```

SMILES = O=Cn1ccnn1
HOMO = -10.315 eV
gap between HOMO and LUMO = 10.469 eV

=====

b | C3H3N3O | the ωB97M-V functional and the def2-TZVPD basis

```
10
C3H3N3O | the Open Molecules 2025 dataset | the ωB97M-V functional and the def2-TZVPD basis
C 0.86570 1.28048 -0.29764
C -0.06472 0.17679 0.20065
C 0.05235 -0.62053 1.22021
H 1.69484 1.66990 0.05519
H 0.83278 -0.48367 2.02083
H -1.03467 0.00561 -1.63132
N -0.80285 -1.68122 0.97724
N -1.23917 -1.43237 -0.26292
N -0.94496 -0.28739 -0.69049
O 0.64071 1.37240 -1.59175
```

SMILES = O=Cc1cnn[nH]1
HOMO = -10.120 eV
gap between HOMO and LUMO = 9.568 eV

=====

c | C3H3N3O | the ωB97M-V functional and the def2-TZVPD basis

```
10
C3H3N3O | the Open Molecules 2025 dataset | the ωB97M-V functional and the def2-TZVPD basis
C 1.44099 0.31941 -0.18033
C 0.12375 -0.07697 -0.14284
C -2.10824 0.23882 0.12281
H 3.13117 -0.23547 0.21956
H 1.53218 1.32581 -0.05489
H -3.11154 0.49207 0.27658
N -0.92446 0.96556 -0.10512
N -1.82176 -1.10417 -0.13413
N -0.61124 -1.31148 -0.06165
O 2.34915 -0.61357 0.06001
```

SMILES = O/C=C1/N=CN=N1
HOMO = -9.310 eV
gap between HOMO and LUMO = 8.211 eV

=====

d | C3H3N3O | the ωB97M-V functional and the def2-TZVPD basis

```
10
C3H3N3O | the Open Molecules 2025 dataset | the ωB97M-V functional and the def2-TZVPD basis
O 0.50635 -0.16452 -2.49965
C 0.31517 -0.00959 -1.31571
N -0.87610 -0.42604 -0.72079
N -1.03848 -0.62326 0.57060
C -0.13728 -0.15010 1.41468
C 0.99359 0.57198 0.83413
N 1.22541 0.61653 -0.44016
H -1.57060 -0.87316 -1.30754
H -1.11682 -0.03550 1.97892
H 1.69877 1.09366 1.48551
```

SMILES = O=c1nccn[nH]1
HOMO = -9.773 eV
gap between HOMO and LUMO = 9.225 eV

=====

Q: What are the energies relative to the best structure? A: a 0.000; b 1.356; c 1.770; d 0.902, in eV.

=====

a | H23O11 | the ωB97M-V functional and the def2-TZVPD basis

```
34
H23O11 | the Open Molecules 2025 dataset | the ωB97M-V functional and the def2-TZVPD basis
O 1.33177 3.84085 1.74556
H 2.22957 4.18641 1.73902
H 0.32900 -2.15851 1.11814
O 2.60523 -0.28112 2.82773
H 2.71771 -0.61473 3.72772
H 2.89052 -1.67797 1.73965
O -3.05369 1.16578 -2.03903
H -0.29395 -4.28825 -2.29069
H 0.07655 2.72242 -0.07361
O -1.45256 0.69113 0.34000
H -2.13386 -0.02242 0.55893
H -3.16621 -1.86668 0.73857
O 0.45268 -1.57018 0.37383
H -0.52396 2.90626 -1.39547
H -0.55602 0.43203 0.48074
O -0.16847 -0.50919 -2.16839
H 0.23361 -1.29894 -2.53639
H -2.23896 0.95858 -2.49675
O 2.95048 -2.51468 1.27252
H -3.56355 0.45042 -1.67633
O -3.27627 -0.95103 1.03248
H -4.21969 -0.84130 0.91816
H 2.14723 0.55538 2.94655
O 1.52296 0.80193 -0.14396
H 2.81892 -2.13274 0.39526
H 1.58950 -0.15999 -0.01208
O -0.19579 -3.36814 -2.05814
H 2.37326 1.23466 -0.18610
H -0.48824 -2.91124 -2.85093
O -0.79518 2.86816 -0.47607
H -1.51587 1.67509 -0.05241
H 0.30251 0.14980 -2.61654
H 0.12826 -2.13997 -0.33903
H 0.94251 4.66817 1.45706
```

HOMO = -13.144 eV
total charge = +1
gap between HOMO and LUMO = 10.192 eV

=====

b | H23O11 | the ωB97M-V functional and the def2-TZVPD basis

```
34
H23O11 | the Open Molecules 2025 dataset | the ωB97M-V functional and the def2-TZVPD basis
O -1.35922 -1.68440 0.38603
H 1.77893 0.61677 -3.73577
H 2.81383 0.63578 4.28679
O 0.88208 3.70915 -1.70758
H -0.91813 -0.77073 0.23223
H 2.77495 0.58680 -2.53197
O -2.40178 -0.86885 2.53072
H 1.13924 -1.39061 2.34933
H 0.81034 -1.99679 -3.43022
O -0.27651 0.65006 0.99791
H -0.56020 1.19716 0.27825
H -1.38312 3.24471 2.47784
O 2.78512 0.02237 3.47451
H -0.61371 -2.07791 -3.30898
H 3.73287 0.01965 3.18550
O -1.26409 1.30089 -2.50757
H -0.88856 0.44189 -2.51789
H -1.85998 -1.48988 1.22343
O 1.92098 0.33875 -2.85099
H -2.05688 -0.70388 3.41180
O -1.10661 3.92235 1.91962
H 0.42570 4.24349 -2.42030
H 0.44832 3.92949 -0.90273
O -1.12006 -3.63052 -1.00987
H -0.28266 4.37556 1.87471
H -0.54803 -3.34377 -1.75284
O 1.44339 -2.20478 1.82922
H -0.42102 -4.13670 -0.53241
H 0.71408 -2.31066 1.25048
O 0.14914 -2.68279 -3.35865
H 0.46889 1.08621 1.39573
H -0.55891 1.99276 -2.42667
H -1.36916 -2.55354 -0.53907
H -3.29923 -0.46804 2.42941
```

HOMO = -13.974 eV
total charge = +1
gap between HOMO and LUMO = 10.940 eV

=====

c | H23O11 | the ωB97M-V functional and the def2-TZVPD basis

```
34
H23O11 | the Open Molecules 2025 dataset | the ωB97M-V functional and the def2-TZVPD basis
O 1.65395 -2.89982 -0.74907
H -1.04182 1.21855 2.49161
H -0.07176 -0.38132 -1.08936
O 3.59267 0.92693 -1.10423
H 2.19015 -3.61826 -1.11703
H -2.23571 0.73866 1.62168
O 1.65137 -0.03398 -4.01807
H -0.89747 1.60708 -1.82368
H -3.36182 -1.55138 0.66904
O 1.02687 1.28179 2.73680
H 0.82025 1.44769 1.80864
H -3.66367 0.40048 0.84294
O -0.08893 -1.01149 -0.34501
H -4.80214 -2.02822 0.87467
H 2.89550 0.82469 -1.74337
O -0.85140 -1.38560 2.10464
H -1.13590 -2.29993 2.02440
H 1.74350 -2.28424 -1.48885
O -1.85982 0.68265 2.52807
H 2.46525 -0.00114 -3.49551
O -3.01958 0.58677 0.15025
H 1.61060 0.91758 -4.15112
H 4.42763 0.51436 -1.31068
O 1.70052 2.15091 0.38108
H -3.51347 0.83735 -0.61012
H 1.85661 3.09300 0.42932
O 0.03182 1.39948 -1.97099
H 2.56150 1.71086 0.28906
H 0.38715 1.75782 -1.15338
O -3.94196 -1.97377 1.30478
H 1.80788 0.74804 2.88265
H -1.43831 -0.41609 2.66083
H -0.41770 -1.13176 1.23738
H -0.08176 -1.82767 -0.86734
```

HOMO = -14.391 eV
total charge = +1
gap between HOMO and LUMO = 11.349 eV

=====

Q: What are the energies relative to the best structure? A: a 0.000; b 1.030; c 0.301, in eV.

=====

a | H23O11 | the ωB97M-V functional and the def2-TZVPD basis

```
34
H23O11 | the Open Molecules 2025 dataset | the ωB97M-V functional and the def2-TZVPD basis
O 1.15268 0.71577 0.93479
H -3.55608 1.97646 2.25032
H -1.26336 -0.70451 3.04388
O -0.67439 2.96161 -0.85279
H 1.23068 -0.41130 0.59213
H -3.08381 0.89392 3.14599
O -1.30337 0.32927 -0.18123
H 2.38921 -3.46994 -0.85243
H 2.28442 0.95858 -4.60304
O 1.54962 -1.75098 0.83136
H 0.58894 -2.14136 0.87007
H -2.67194 -1.74485 -0.49184
O -0.66692 -0.18016 2.62893
H 1.79984 2.46315 -4.25889
H -1.04622 0.75883 3.01116
O 1.57323 0.52297 4.57778
H 2.11885 -0.19597 4.38715
H 1.70071 0.92058 1.79642
O -3.03982 1.17811 2.25968
H -0.88835 1.21001 -0.12730
O -2.79805 -1.20754 -1.22768
H 0.06948 3.17539 -1.32823
H -1.45764 2.53871 -1.48080
O 0.66782 -1.04397 -3.21600
H -2.36711 -1.55956 -2.00146
H -0.02335 -1.34118 -3.44701
O 2.24543 -2.66850 -1.46540
H 0.82384 -0.13946 -3.11324
H 2.63425 -2.62343 -2.19523
O 1.56326 1.43907 -4.21059
H 1.49627 -1.92387 -0.21049
H 0.73289 0.29242 4.31185
H 0.18853 0.69056 1.47481
H -1.96950 0.08115 -0.85268
```

HOMO = -13.586 eV
total charge = +1
gap between HOMO and LUMO = 10.513 eV

=====

b | H23O11 | the ωB97M-V functional and the def2-TZVPD basis

```
34
H23O11 | the Open Molecules 2025 dataset | the ωB97M-V functional and the def2-TZVPD basis
O 3.77671 -1.46342 0.89997
H 3.11107 -2.11998 1.13056
H 3.61563 -0.92784 1.71683
O -0.92627 -1.19451 -3.24282
H -1.53731 -1.08490 -3.96733
H -0.02702 -0.90376 -3.30727
O -1.47552 0.47162 -0.06333
H 3.46991 1.80998 -1.26364
H -2.03622 -2.33064 -1.55788
O -2.94783 -2.77332 1.84155
H -3.53896 -3.21913 1.21406
H 1.50561 4.86745 -1.43420
O -2.47100 0.34966 2.07686
H -2.74092 0.49833 3.00430
H -2.41594 -2.29831 1.18309
O 0.58371 -0.60204 -0.78268
H 0.47124 -1.10845 -1.58842
H -1.54553 0.75326 0.93206
O 0.18175 -1.00947 2.42561
H -0.55877 -0.09497 -0.37894
O -1.05603 3.29670 -0.00684
H -0.95696 2.54579 -0.57644
H -0.20960 3.64909 0.28968
O 1.46966 4.21459 -0.74214
H 0.78086 -1.76575 2.63093
H 2.11732 4.45474 -0.08361
O 3.78161 1.03998 -1.75731
H 1.54041 -0.70613 -0.72209
H 4.72904 0.96197 -1.53028
O -1.59917 -1.96727 -0.76871
H -2.34471 0.18392 -0.32691
H -0.88479 -2.55614 -0.53375
H -1.97727 -0.47290 2.04077
H 0.11531 -0.49815 3.24833
```

HOMO = -13.522 eV
total charge = +1
gap between HOMO and LUMO = 10.383 eV

=====

Q: What are the energies relative to the best structure? A: a 3.937; b 0.000, in eV.